{"formula": "C39H60N5O5S", "method": "the ωB97M-V functional and the def2-TZVPD basis", "homo_ev": -11.17, "spin_multiplicity": 1, "charge": 1, "molar_mass_da": 711.0, "elements": ["C", "C", "C", "N", "C", "C", "C", "C", "C", "O", "C", "S", "N", "C", "C", "C", "O", "C", "C", "C", "C", "C", "O", "C", "C", "C", "O", "C", "C", "O", "C", "C", "H", "H", "H", "H", "H", "H", "H", "H", "H", "H", "H", "H", "H", "H", "H", "H", "H", "H", "H", "H", "H", "H", "H", "H", "H", "H", "H", "H", "H", "H", "H", "H", "H", "H", "H", "H", "H", "H", "H", "H", "H", "H", "H", "H", "H", "N", "C", "C", "C", "C", "C", "H", "H", "H", "H", "H", "N", "C", "C", "C", "C", "C", "H", "H", "H", "H", "H", "N", "C", "C", "C", "C", "C", "H", "H", "H", "H", "H"], "positions_angstrom": [[-6.83, 2.99, -0.98], [-6.74, 1.53, -0.56], [-5.42, 0.84, -0.93], [-4.74, 0.39, 0.30], [-3.36, 0.05, 0.22], [-2.84, -1.04, -0.53], [-3.77, -1.97, -1.28], [-4.00, -1.62, -2.78], [-3.23, -2.51, -3.77], [-5.39, -1.69, -3.09], [-1.46, -1.26, -0.50], [-0.80, -2.70, -1.31], [-0.62, -0.47, 0.24], [0.82, -0.76, 0.20], [1.48, -0.21, -1.08], [2.73, -0.98, -1.45], [1.74, 1.18, -0.92], [-1.09, 0.56, 0.97], [-0.13, 1.37, 1.81], [0.39, 0.56, 3.05], [0.23, 1.36, 4.35], [0.29, 0.44, 5.57], [-1.00, 0.34, 6.16], [-1.38, -1.00, 6.43], [-2.47, 0.85, 0.96], [-3.00, 2.04, 1.74], [-2.42, 3.23, 1.27], [-3.07, 3.84, 0.16], [-2.15, 3.77, -1.06], [-2.13, 4.97, -1.79], [-2.74, 4.90, -3.06], [-4.26, 4.68, -2.97], [-7.87, 3.31, -1.01], [-6.44, 3.13, -1.98], [-6.31, 3.65, -0.29], [-6.93, 1.41, 0.50], [-7.55, 1.01, -1.05], [-4.77, 1.49, -1.51], [-5.69, 0.00, -1.56], [-5.24, -0.38, 0.74], [-4.73, -1.93, -0.77], [-3.44, -3.00, -1.20], [-3.67, -0.60, -2.93], [-2.52, -1.94, -4.35], [-3.95, -2.92, -4.48], [-2.74, -3.36, -3.30], [-5.76, -2.43, -2.61], [-0.25, -2.11, -2.38], [1.33, -0.28, 1.02], [0.99, -1.83, 0.31], [0.77, -0.29, -1.90], [3.55, -0.74, -0.77], [3.04, -0.64, -2.44], [2.57, -2.05, -1.51], [2.58, 1.25, -0.46], [-0.62, 2.25, 2.18], [0.69, 1.67, 1.17], [-0.20, -0.35, 3.14], [1.44, 0.31, 2.91], [-0.74, 1.85, 4.31], [1.02, 2.10, 4.40], [0.98, 0.82, 6.32], [0.64, -0.54, 5.27], [-2.19, -1.02, 7.14], [-0.54, -1.57, 6.84], [-1.72, -1.47, 5.51], [-4.08, 2.05, 1.71], [-2.70, 1.93, 2.78], [-3.20, 4.90, 0.40], [-4.05, 3.41, -0.03], [-1.15, 3.54, -0.70], [-2.45, 2.93, -1.69], [-2.31, 4.09, -3.65], [-2.55, 5.84, -3.56], [-4.45, 3.62, -2.79], [-4.75, 4.92, -3.91], [-4.67, 5.27, -2.16], [4.57, 2.14, -6.54], [3.88, 2.14, -5.40], [4.30, 1.48, -4.25], [5.49, 0.77, -4.29], [6.22, 0.76, -5.47], [5.71, 1.46, -6.56], [2.95, 2.70, -5.40], [3.70, 1.52, -3.35], [5.86, 0.24, -3.43], [7.15, 0.23, -5.55], [6.25, 1.48, -7.50], [1.97, -2.96, 7.04], [2.59, -2.11, 7.87], [3.37, -2.52, 8.94], [3.51, -3.88, 9.17], [2.88, -4.77, 8.32], [2.13, -4.26, 7.27], [2.45, -1.06, 7.66], [3.84, -1.79, 9.58], [4.11, -4.24, 10.00], [2.96, -5.84, 8.46], [1.62, -4.92, 6.58], [7.39, -1.90, -3.15], [6.55, -2.77, -2.61], [6.44, -4.09, -3.00], [7.26, -4.54, -4.02], [8.15, -3.65, -4.60], [8.18, -2.35, -4.13], [5.92, -2.37, -1.81], [5.74, -4.75, -2.51], [7.21, -5.57, -4.35], [8.81, -3.96, -5.40], [8.86, -1.63, -4.56]]}